Computed, not measured: a molecular structure, C5H6N, with wB97M-V/def2-TZVPD.

Its energy above the lowest of the compared OMol25 structures with the same formula, charge and spin is 186.4 kcal/mol. For the gap between HOMO and LUMO (spin up / spin down), the calculation gives 6.457 / 8.353 eV. The value obtained for the HOMO energy (spin up / spin down) is -0.5112 / -0.5298 hartree. The total charge is +1.

Last column: Mulliken charge in e.
Atoms and positions in Å:
C1 -0.655 1.663 -0.461  -0.4295
C2 -0.289 -0.679 0.333  1.0506
C3 0.672 1.308 -0.544  -0.1186
C4 -0.373 -1.980 0.904  -0.6825
C5 0.931 -0.002 0.002  -0.4617
N1 -1.461 -0.134 0.147  -0.5395
H1 -1.365 2.428 -0.364  0.4354
H2 -0.120 0.821 -1.377  0.3307
H3 1.482 1.949 -0.821  0.4424
H4 -1.298 -2.543 0.998  0.3192
H5 0.505 -2.416 1.277  0.3014
H6 1.971 -0.415 -0.094  0.3520